1.
Entry from the Open Molecules 2025 dataset: a single C2H5OPS molecule (ωB97M-V/def2-TZVPD).

HOMO energy (alpha / beta)   -6.34 / -9.55 eV
⟨S²⟩   2.04
Energy relative to the best compared isomer or geometry (same formula, charge and spin)   176.7 kJ/mol
Gap between HOMO and LUMO (alpha / beta)   0.2439 / 0.2903 Ha
Calculated total energy   -893.80140 a.u.
LUMO energy (alpha / beta)   0.0109 / -0.0607 Ha
2S+1   3
Net charge   0

XYZ file:
```
10
C2H5OPS, DFT ωB97M-V/def2-TZVPD
C -1.16584 -1.01981 0.07332
C -2.10835 0.13518 0.09769
O 3.32154 -0.05063 -0.21459
P 1.89290 0.78700 -0.47002
S 0.39627 -1.03243 -0.22712
H -2.65958 -0.20747 -0.73080
H -2.70175 0.02116 0.99030
H -1.88110 1.11255 -0.03021
H 3.21759 -1.06122 -0.22769
H 1.68833 1.31567 0.73913
```

***

2.
Entry from the Open Molecules 2025 dataset: C26H46HfO2P2 as an isolated structure (ωB97M-V/def2-TZVPD).

HOMO energy (alpha / beta)   -12.63 / -12.48 eV
Energy relative to the best compared isomer or geometry (same formula, charge and spin)   558.2 kJ/mol
Gap between HOMO and LUMO (alpha / beta)   0.1848 / 0.1779 Ha
Calculated total energy   -1898.74568 a.u.
LUMO energy (alpha / beta)   -0.2792 / -0.2806 Ha
2S+1   1
Net charge   +2

XYZ file:
```
77
C26H46HfO2P2, DFT ωB97M-V/def2-TZVPD
Hf 0.14614 -1.14133 -1.23356
C 3.43418 -0.21559 1.20876
C 2.13477 -0.70119 1.28950
C 3.38867 -2.18418 0.03702
C 4.18527 -1.10132 0.38929
C 2.03075 -1.87592 0.45925
C 3.89146 1.00599 1.92712
H 3.40589 1.09297 2.91344
H 3.68221 1.96545 1.40614
H 4.97135 1.00255 2.12130
C 5.61385 -0.87108 0.07807
H 6.00013 -0.06703 0.69956
H 5.74336 -0.56738 -0.96396
H 6.24029 -1.75375 0.24553
C 3.76550 -3.42478 -0.66701
H 4.36524 -3.19505 -1.55576
H 2.86783 -3.96820 -1.00185
H 4.36347 -4.13003 -0.06057
C 0.99137 -2.91526 0.74719
H 1.06738 -3.26251 1.80903
H 1.11645 -3.80637 0.11487
H -0.08196 -2.52939 0.64914
C 1.14516 -0.34117 2.33730
H 1.44652 -0.78557 3.30714
H 0.13776 -0.70507 2.09948
H 1.04535 0.74524 2.47730
C -0.60549 4.09477 1.56400
C -0.23937 3.92171 2.83496
C -0.85731 2.96502 3.83186
C -2.38954 2.89281 3.88842
C -3.11939 1.79239 3.19616
C -2.80395 1.31022 1.99830
C -1.64591 1.74052 1.13443
C -1.53619 3.26126 0.77694
H -0.58489 3.30597 4.84856
H -2.71800 3.83994 3.46448
H -0.35221 1.98853 3.72988
H -2.57504 3.64571 0.75171
H -0.12922 4.88152 0.98107
H 0.66242 4.42189 3.17518
H -1.15839 3.38318 -0.25876
H -0.64202 1.40471 1.46385
H -3.33675 0.43845 1.61279
H -1.86433 1.24540 0.16485
H -2.69094 2.88499 4.94548
H -4.07050 1.54614 3.65087
P -2.14038 0.09432 -1.82778
P -1.38320 -2.79505 -2.05328
C -3.24784 -0.99061 -2.96578
C -2.48825 -2.19572 -3.43890
H -3.60542 -0.35345 -3.78482
H -4.11886 -1.30618 -2.37147
H -3.14515 -3.01092 -3.77185
H -1.81063 -1.92975 -4.26440
C -0.97104 -4.33119 -2.88605
H -0.38379 -4.97673 -2.22475
H -0.36092 -4.08408 -3.76903
H -1.91228 -4.81526 -3.19494
C -2.58361 -3.06689 -0.69373
H -3.55999 -3.38511 -1.06716
H -2.74847 -2.16554 -0.08648
H -2.18127 -3.82030 -0.00792
C -1.75998 1.37555 -3.08696
H -0.79354 1.86186 -2.90737
H -2.54314 2.13292 -3.05490
H -1.75891 0.91472 -4.07814
C -3.75516 0.85387 -1.14833
H -4.63761 0.29675 -1.47386
H -3.82870 1.85169 -1.58172
H -3.82447 0.94723 -0.06985
C 2.69120 2.22949 -1.67364
O 1.25672 2.03066 -1.87494
C 0.87126 0.78585 -1.77827
O 1.32284 -0.20117 -2.54981
H 3.21018 1.67961 -2.45894
H 2.89589 1.83828 -0.66191
H 2.85315 3.30000 -1.78181
```

***

3.
Entry from the Open Molecules 2025 dataset: C36H37F2N4O6PSTl as an isolated structure (ωB97M-V/def2-TZVPD).

HOMO energy   -3.81 eV
Energy relative to the best compared isomer or geometry (same formula, charge and spin)   0.0 kJ/mol
Gap between HOMO and LUMO   0.2168 Ha
Calculated total energy   -3176.35637 a.u.
LUMO energy   0.0766 Ha
2S+1   1
Net charge   -1

XYZ file:
```
88
C36H37F2N4O6PSTl, DFT ωB97M-V/def2-TZVPD
Tl 1.42938 -0.47490 0.89729
N -1.86465 0.96153 1.60850
C -2.16506 2.29032 1.60454
C -3.25768 2.76437 2.35586
C -3.57468 4.10484 2.38650
C -2.81358 5.03118 1.67719
C -1.72662 4.57980 0.94960
C -1.37628 3.23002 0.90727
P 0.12766 2.67321 -0.01104
C 1.42646 3.61743 0.88446
C 1.26897 3.93058 2.23552
C 2.30378 4.51320 2.95508
C 3.52177 4.77647 2.34565
C 3.69933 4.45535 1.00729
C 2.66079 3.88310 0.28651
C -0.17269 3.66934 -1.53799
C 0.48781 4.83165 -1.92378
C 0.17662 5.45662 -3.12821
C -0.80462 4.93745 -3.95753
C -1.47814 3.78163 -3.57843
C -1.16170 3.15707 -2.38365
H -2.45467 0.31296 2.09848
H -1.35059 0.55851 0.84687
H -3.86169 2.04810 2.90289
H -4.43284 4.43911 2.95793
H -3.05853 6.08562 1.70217
H -1.11943 5.29357 0.40375
H 0.32855 3.71792 2.72803
H 2.15679 4.75729 4.00028
H 4.32986 5.22622 2.91004
H 4.65091 4.63460 0.52091
H 2.82183 3.63563 -0.75526
H 1.24175 5.27136 -1.28553
H 0.70392 6.35980 -3.41265
H -1.04882 5.43120 -4.89041
H -2.24564 3.36324 -4.21869
H -1.68787 2.25198 -2.09262
O 8.56000 3.07701 -2.78366
C 8.18960 1.94057 -3.51042
N 6.74505 1.78492 -3.61622
C 5.96646 1.78857 -2.50476
O 6.45172 2.00220 -1.39847
C 4.51183 1.51862 -2.68958
C 3.84851 1.56989 -3.91040
C 2.49573 1.29175 -3.95010
C 1.83520 1.01937 -2.76063
N 2.44931 1.00026 -1.57951
C 3.75923 1.21349 -1.55714
H 8.09327 2.99983 -1.93719
H 8.61262 1.03468 -3.06404
H 8.58585 2.05741 -4.51678
H 6.35011 1.51892 -4.49870
H 4.36359 1.85058 -4.82275
H 1.94833 1.31326 -4.88355
H 0.77331 0.80451 -2.74084
H 4.24884 1.14682 -0.59083
C 0.32942 -7.84510 1.22551
C -0.30433 -7.01376 0.14074
C -0.11085 -7.33530 -1.20015
C -0.65173 -6.54496 -2.20289
C -1.39097 -5.42060 -1.85592
C -1.60441 -5.08657 -0.52621
C -1.06743 -5.89415 0.46227
S -1.93020 -4.32068 -3.13734
O -1.89496 -5.06866 -4.36705
O -3.14988 -3.68820 -2.73183
N -0.79265 -3.15166 -3.24444
C 0.59495 -3.56848 -3.51255
C 1.59002 -2.46324 -3.14799
C 1.47835 -2.01924 -1.68076
O 2.41330 -2.30274 -0.90722
O 0.43379 -1.37283 -1.34856
H 0.52847 -8.85904 0.87779
H -0.30825 -7.89503 2.10890
H 1.27953 -7.39966 1.53143
H 0.48586 -8.20249 -1.46130
H -0.52466 -6.78693 -3.25008
H -2.18353 -4.20459 -0.27795
H -1.22643 -5.63967 1.50331
H -0.83893 -2.49403 -2.45357
H 0.66300 -3.80816 -4.57357
H 0.86504 -4.46611 -2.94866
H 1.41835 -1.59480 -3.78878
H 2.59935 -2.83876 -3.29912
F -1.80753 -2.02911 1.23353
C -0.54251 -1.89868 1.87614
F -0.90460 -1.42866 3.17113
H -0.23879 -2.94064 2.06993
```

***

4.
Entry from the Open Molecules 2025 dataset: a single C4H8O2 molecule (ωB97M-V/def2-TZVPD).

HOMO energy   -8.19 eV
Energy relative to the best compared isomer or geometry (same formula, charge and spin)   456.8 kJ/mol
Gap between HOMO and LUMO   0.2851 Ha
Calculated total energy   -307.53843 a.u.
LUMO energy   -0.0160 Ha
2S+1   1
Net charge   0

XYZ file:
```
14
C4H8O2, DFT ωB97M-V/def2-TZVPD
C 1.57606 0.64415 0.07579
C 0.73191 -0.51088 -0.28073
O -0.30591 -1.33692 1.49662
C -1.12994 -0.55288 0.88053
C -0.56861 -0.33840 -0.80410
O -0.88000 0.93124 -1.28531
H 0.95420 1.46209 0.45365
H 2.35356 0.38029 0.79320
H 2.03978 1.01956 -0.84768
H 1.14081 -1.51041 -0.21241
H -1.08225 0.55087 1.06495
H -2.20809 -0.84551 0.84679
H -0.98108 -1.16207 -1.39195
H -1.64044 1.26886 -0.78933
```

***

5.
Entry from the Open Molecules 2025 dataset: a single C5H13PS molecule (ωB97M-V/def2-TZVPD).

Structure (SMILES)   CC(C)P(C)(C)=S
HOMO energy   -7.89 eV
Energy relative to the best compared isomer or geometry (same formula, charge and spin)   76.1 kJ/mol
Gap between HOMO and LUMO   0.3116 Ha
Calculated total energy   -937.84770 a.u.
LUMO energy   0.0215 Ha
2S+1   1
Net charge   0

XYZ file:
```
20
C5H13PS, DFT ωB97M-V/def2-TZVPD
C -0.72658 -1.52376 1.26384
C 0.07385 -2.00357 -1.06532
C 0.35394 1.51490 1.37066
C 0.76275 1.39625 -1.46660
C -0.44380 -0.93344 -0.11234
P 0.87512 0.36598 0.04283
S 2.95336 -0.65338 0.27983
H -1.26126 -0.82271 1.89854
H -1.32712 -2.42977 1.16856
H 0.21654 -1.78741 1.74465
H 0.96892 -2.45483 -0.64089
H 0.33947 -1.57797 -2.03099
H -0.67512 -2.77586 -1.21957
H -0.71603 1.71328 1.29807
H 0.59212 1.08799 2.33941
H 0.91108 2.44410 1.24601
H 0.97701 0.78303 -2.33840
H -0.22346 1.84746 -1.55315
H 1.52615 2.17322 -1.39516
H -1.34292 -0.45964 -0.52576
```

***

6.
Entry from the Open Molecules 2025 dataset: a 2-piece molecular cluster, C5H5NO2 overall (ωB97M-V/def2-TZVPD).

Structure (SMILES)   C#C/N=C\C=O.C=O
HOMO energy   -9.33 eV
Energy relative to the best compared isomer or geometry (same formula, charge and spin)   495.1 kJ/mol
Gap between HOMO and LUMO   0.2962 Ha
Calculated total energy   -398.58989 a.u.
LUMO energy   -0.0467 Ha
2S+1   1
Net charge   0

XYZ file:
```
13
C5H5NO2, DFT ωB97M-V/def2-TZVPD
C 2.19356 0.76193 0.55429
C 2.76001 -0.63319 0.48113
C 0.38001 0.50318 -0.79362
C -3.52509 -0.17973 0.48542
C -0.36465 0.15868 -1.67267
N 1.14782 1.15556 -0.01623
O 2.30793 -1.51175 -0.20147
O -4.65901 -0.20478 0.12206
H 2.78428 1.44054 1.10382
H 3.69825 -0.88250 0.94966
H -2.80113 -0.98957 0.48373
H -3.23951 0.84251 0.95097
H -0.68247 -0.46088 -2.44708
```

***

Q: Look up the calculated total energy of the first one.
A: -893.80140 a.u.

***

Please write out number 1 again, unchanged.
Entry from the Open Molecules 2025 dataset: a single C2H5OPS molecule (ωB97M-V/def2-TZVPD).

HOMO energy (alpha / beta)   -6.34 / -9.55 eV
⟨S²⟩   2.04
Energy relative to the best compared isomer or geometry (same formula, charge and spin)   176.7 kJ/mol
Gap between HOMO and LUMO (alpha / beta)   0.2439 / 0.2903 Ha
Calculated total energy   -893.80140 a.u.
LUMO energy (alpha / beta)   0.0109 / -0.0607 Ha
2S+1   3
Net charge   0

XYZ file:
```
10
C2H5OPS, DFT ωB97M-V/def2-TZVPD
C -1.16584 -1.01981 0.07332
C -2.10835 0.13518 0.09769
O 3.32154 -0.05063 -0.21459
P 1.89290 0.78700 -0.47002
S 0.39627 -1.03243 -0.22712
H -2.65958 -0.20747 -0.73080
H -2.70175 0.02116 0.99030
H -1.88110 1.11255 -0.03021
H 3.21759 -1.06122 -0.22769
H 1.68833 1.31567 0.73913
```